# 1
{
  "formula": "C24H26N3O2SiSn",
  "method": "ωB97M-V with the def2-TZVPD basis set",
  "e_above_lowest_ev": 0.000,
  "homo_ev": -9.945,
  "charge": 1,
  "energy_ev": -47579.78077,
  "species": ["Sn", "C", "N", "C", "C", "O", "N", "C", "N", "H", "H", "H", "H", "H", "H", "H", "C", "C", "O", "C", "C", "C", "C", "C", "C", "H", "H", "H", "H", "H", "H", "H", "H", "C", "C", "C", "C", "C", "C", "Si", "C", "C", "C", "C", "C", "C", "H", "H", "H", "H", "H", "H", "H", "H", "H", "H", "H"],
  "positions_angstrom": [[-0.157, -1.258, -0.213], [5.936, 0.915, -0.099], [4.523, 0.617, -0.227], [3.761, 0.743, -1.457], [2.422, 0.176, -1.019], [1.426, 0.071, -1.731], [2.469, -0.157, 0.294], [3.711, 0.117, 0.712], [4.110, -0.127, 1.962], [6.422, 0.734, -1.055], [6.396, 0.251, 0.632], [6.110, 1.952, 0.190], [4.201, 0.179, -2.279], [3.644, 1.785, -1.764], [3.433, -0.496, 2.607], [4.977, 0.227, 2.323], [0.656, 1.374, 2.893], [0.043, 0.010, 2.969], [-0.172, -0.618, 1.931], [-0.322, -0.592, 4.262], [-0.167, 0.115, 5.455], [-0.510, -0.476, 6.659], [-1.004, -1.773, 6.675], [-1.163, -2.483, 5.490], [-0.826, -1.895, 4.285], [0.943, 1.590, 1.867], [1.522, 1.458, 3.551], [-0.075, 2.116, 3.222], [0.208, 1.130, 5.449], [-0.394, 0.073, 7.584], [-1.273, -2.233, 7.617], [-1.552, -3.492, 5.508], [-0.961, -2.429, 3.354], [-4.288, 0.754, -4.384], [-3.368, -0.269, -4.195], [-2.829, -0.487, -2.936], [-3.203, 0.298, -1.841], [-4.126, 1.324, -2.054], [-4.664, 1.551, -3.313], [-2.510, -0.042, -0.143], [-3.285, -1.544, 0.669], [-3.074, -2.828, 0.148], [-3.589, -3.956, 0.774], [-4.322, -3.821, 1.943], [-4.546, -2.558, 2.477], [-4.030, -1.434, 1.848], [-4.707, 0.930, -5.365], [-3.068, -0.890, -5.029], [-2.106, -1.289, -2.817], [-4.433, 1.953, -1.226], [-5.377, 2.352, -3.459], [-2.823, 1.107, 0.746], [-2.543, -2.960, -0.791], [-3.427, -4.936, 0.344], [-4.726, -4.697, 2.434], [-5.132, -2.449, 3.380], [-4.217, -0.456, 2.276]],
  "forces_ev_per_angstrom": [[0.263, -0.070, -0.234], [-0.023, 0.037, 0.011], [0.010, -0.010, -0.021], [-0.010, 0.034, -0.024], [0.106, 0.164, 0.119], [-0.318, -0.137, 0.351], [-0.154, 0.096, -0.015], [0.143, -0.107, -0.142], [-0.107, 0.088, 0.033], [0.001, -0.002, -0.002], [0.009, -0.007, -0.010], [-0.005, 0.001, 0.007], [-0.009, -0.043, 0.013], [0.010, -0.007, -0.028], [0.036, -0.032, -0.021], [0.021, -0.040, -0.015], [-0.012, 0.031, -0.007], [-0.065, -0.013, -0.051], [-0.018, -0.086, 0.202], [0.036, 0.062, -0.062], [-0.003, 0.006, 0.032], [0.003, 0.000, -0.016], [-0.005, -0.006, -0.006], [0.006, 0.029, 0.003], [-0.055, -0.008, -0.007], [0.004, -0.033, 0.004], [-0.009, 0.016, 0.015], [0.005, -0.009, 0.028], [0.012, -0.007, 0.005], [-0.008, 0.001, 0.003], [0.006, -0.005, 0.001], [-0.008, 0.000, 0.000], [0.006, -0.004, 0.007], [0.011, -0.006, 0.001], [-0.001, 0.014, 0.019], [-0.020, 0.003, -0.007], [-0.001, -0.013, -0.069], [-0.007, -0.006, 0.004], [0.007, 0.004, 0.011], [-0.042, 0.086, -0.265], [-0.035, -0.101, 0.064], [-0.097, 0.021, 0.009], [0.009, 0.025, -0.008], [0.004, -0.001, 0.012], [0.014, 0.000, 0.015], [0.087, -0.027, 0.031], [-0.002, 0.001, -0.001], [0.000, -0.004, 0.001], [0.008, 0.008, 0.009], [0.000, 0.003, 0.001], [-0.003, -0.001, 0.002], [0.186, 0.038, 0.014], [0.017, 0.013, -0.013], [0.010, 0.000, 0.002], [-0.010, 0.000, -0.005], [-0.003, -0.001, 0.002], [0.001, 0.007, 0.000]]
}

---

# 2
{
  "formula": "C24H26N4O5S",
  "method": "ωB97M-V with the def2-TZVPD basis set",
  "smiles": "CCOc1ccc(N2C[C@H](C(=O)Nc3nnc(Cc4ccc(OC)c(OC)c4)s3)CC2=O)cc1",
  "e_above_lowest_ev": 2.352,
  "homo_ev": -7.907,
  "energy_ev": -52342.59950,
  "species": ["C", "C", "O", "C", "C", "C", "C", "N", "C", "C", "C", "O", "N", "C", "N", "N", "C", "C", "C", "C", "C", "C", "O", "C", "C", "O", "C", "C", "S", "C", "C", "O", "C", "C", "H", "H", "H", "H", "H", "H", "H", "H", "H", "H", "H", "H", "H", "H", "H", "H", "H", "H", "H", "H", "H", "H", "H", "H", "H", "H"],
  "positions_angstrom": [[-3.096, -2.267, -4.658], [-2.675, -3.389, -3.713], [-3.490, -3.467, -2.563], [-3.344, -2.552, -1.564], [-4.276, -2.633, -0.528], [-4.221, -1.781, 0.551], [-3.228, -0.804, 0.631], [-3.147, 0.068, 1.729], [-1.935, 0.817, 1.975], [-2.110, 1.434, 3.377], [-1.301, 0.675, 4.408], [-1.758, -0.010, 5.286], [0.077, 0.794, 4.310], [0.841, 1.538, 3.463], [0.419, 2.351, 2.557], [1.393, 2.928, 1.864], [2.579, 2.590, 2.208], [3.812, 3.016, 1.507], [4.187, 1.951, 0.500], [5.423, 1.330, 0.520], [5.712, 0.361, -0.421], [4.788, -0.036, -1.383], [5.244, -1.007, -2.219], [4.484, -1.455, -3.319], [3.518, 0.577, -1.389], [2.593, 0.166, -2.315], [1.305, 0.729, -2.278], [3.252, 1.565, -0.452], [2.604, 1.426, 3.533], [-3.606, 1.317, 3.651], [-4.147, 0.347, 2.614], [-5.277, -0.079, 2.584], [-2.299, -0.722, -0.401], [-2.351, -1.583, -1.485], [-4.133, -2.406, -4.954], [-3.006, -1.297, -4.175], [-2.470, -2.281, -5.546], [-2.809, -4.357, -4.205], [-1.618, -3.290, -3.435], [-5.043, -3.388, -0.591], [-4.955, -1.860, 1.335], [-1.069, 0.151, 1.921], [-1.808, 1.613, 1.233], [-1.757, 2.466, 3.375], [0.581, 0.249, 5.002], [3.605, 3.959, 0.996], [4.625, 3.160, 2.219], [6.164, 1.603, 1.255], [6.673, -0.127, -0.432], [4.230, -0.636, -3.995], [3.569, -1.959, -3.001], [5.128, -2.166, -3.836], [0.749, 0.228, -3.069], [0.814, 0.547, -1.317], [1.325, 1.805, -2.479], [2.293, 2.059, -0.442], [-3.806, 0.920, 4.648], [-4.126, 2.269, 3.552], [-1.520, 0.024, -0.385], [-1.603, -1.480, -2.255]],
  "forces_ev_per_angstrom": [[0.020, -0.231, 0.351], [0.150, 0.118, -0.387], [-0.166, -0.011, 0.214], [-0.056, 0.104, 0.197], [0.199, -0.005, -0.246], [-0.076, -0.046, 0.038], [-0.027, -0.148, -0.312], [0.296, -0.049, 0.106], [0.242, 0.227, -0.164], [-0.409, 0.044, 0.120], [-0.162, 0.229, -0.223], [-0.119, -0.153, 0.142], [0.291, -0.503, 0.620], [1.211, 0.208, -0.265], [-1.243, -0.608, 0.742], [0.902, 0.897, -0.968], [0.098, -0.329, 0.760], [0.151, -0.096, -0.224], [0.194, -0.014, -0.031], [-0.153, 0.093, -0.052], [-0.187, -0.129, -0.220], [0.162, 0.063, 0.121], [0.033, 0.151, 0.317], [-0.161, -0.240, -0.413], [-0.084, -0.058, -0.092], [0.496, -0.069, 0.158], [-0.205, 0.092, -0.003], [0.019, -0.021, -0.083], [-0.748, 0.372, -0.437], [0.009, -0.102, 0.150], [-0.068, 0.311, 0.366], [-0.285, -0.100, 0.008], [-0.127, 0.106, 0.264], [-0.024, -0.283, -0.288], [-0.082, 0.004, -0.058], [0.011, 0.100, -0.024], [0.065, 0.027, -0.113], [0.108, 0.123, 0.077], [-0.090, -0.069, 0.009], [-0.102, -0.095, 0.007], [-0.026, -0.002, 0.030], [-0.017, 0.087, -0.091], [0.093, -0.115, 0.059], [-0.054, -0.164, -0.046], [-0.239, 0.068, -0.104], [0.008, 0.007, 0.135], [0.011, 0.089, -0.052], [0.094, 0.048, 0.097], [0.113, -0.084, -0.024], [0.017, -0.074, 0.036], [0.086, 0.040, -0.052], [-0.059, 0.049, 0.014], [-0.024, 0.065, 0.055], [0.015, 0.029, -0.009], [-0.005, -0.034, 0.033], [-0.142, -0.008, -0.048], [-0.058, 0.037, -0.101], [-0.005, -0.010, -0.045], [0.072, 0.081, 0.047], [0.035, -0.021, -0.101]]
}

---

# 3
{
  "formula": "C24H26N4O7S",
  "method": "ωB97M-V with the def2-TZVPD basis set",
  "smiles": "CCn1cc(C(=O)OCC(=O)Nc2cccc(S(=O)(=O)N3CCOCC3)c2)c(=O)c2ccc(C)nc21",
  "e_above_lowest_ev": 0.000,
  "homo_ev": -8.762,
  "energy_ev": -56439.26626,
  "species": ["C", "C", "N", "C", "C", "C", "O", "O", "C", "C", "O", "N", "C", "C", "C", "C", "C", "S", "O", "O", "N", "C", "C", "O", "C", "C", "C", "C", "O", "C", "C", "C", "C", "C", "N", "C", "H", "H", "H", "H", "H", "H", "H", "H", "H", "H", "H", "H", "H", "H", "H", "H", "H", "H", "H", "H", "H", "H", "H", "H", "H", "H"],
  "positions_angstrom": [[-3.960, -3.763, -1.295], [-3.073, -2.609, -1.749], [-2.017, -2.357, -0.787], [-0.770, -2.793, -0.986], [0.267, -2.593, -0.116], [1.625, -2.980, -0.555], [1.937, -3.115, -1.715], [2.479, -3.110, 0.473], [3.863, -2.994, 0.195], [4.282, -1.514, 0.107], [5.294, -1.172, -0.460], [3.384, -0.690, 0.704], [3.200, 0.666, 0.464], [4.181, 1.514, -0.048], [3.873, 2.834, -0.338], [2.589, 3.328, -0.163], [1.627, 2.477, 0.348], [-0.096, 2.943, 0.430], [-0.837, 1.873, 1.055], [-0.277, 4.255, 0.972], [-0.470, 3.070, -1.218], [-1.831, 3.531, -1.441], [-2.838, 2.385, -1.297], [-2.509, 1.301, -2.146], [-1.217, 0.813, -1.860], [-0.165, 1.911, -2.034], [1.921, 1.177, 0.685], [0.066, -1.851, 1.118], [0.958, -1.564, 1.915], [-1.306, -1.379, 1.297], [-1.656, -0.588, 2.399], [-2.935, -0.099, 2.501], [-3.860, -0.407, 1.495], [-5.259, 0.113, 1.549], [-3.548, -1.162, 0.459], [-2.307, -1.628, 0.346], [-4.733, -3.946, -2.036], [-4.434, -3.515, -0.350], [-3.374, -4.672, -1.170], [-3.665, -1.696, -1.833], [-2.613, -2.836, -2.712], [-0.579, -3.327, -1.908], [4.116, -3.475, -0.755], [4.392, -3.487, 1.014], [2.604, -1.137, 1.205], [5.170, 1.126, -0.232], [4.645, 3.481, -0.727], [2.323, 4.342, -0.415], [-2.028, 4.312, -0.707], [-1.880, 3.950, -2.451], [-3.837, 2.706, -1.595], [-2.851, 2.044, -0.252], [-1.036, -0.009, -2.555], [-1.176, 0.447, -0.825], [0.822, 1.538, -1.760], [-0.146, 2.243, -3.077], [1.140, 0.564, 1.102], [-0.899, -0.371, 3.137], [-3.227, 0.528, 3.328], [-5.249, 1.201, 1.592], [-5.807, -0.208, 0.669], [-5.762, -0.253, 2.443]],
  "forces_ev_per_angstrom": [[0.119, 0.168, -0.083], [-0.624, -0.260, -0.304], [0.301, -0.004, -0.071], [0.415, -0.042, 0.108], [0.076, 0.092, 0.231], [-0.041, 0.043, -0.480], [0.052, -0.072, 0.162], [-0.143, -0.333, 0.193], [0.463, -0.024, -0.441], [-0.256, -0.383, 0.078], [0.233, -0.009, -0.146], [-0.406, -0.232, 0.464], [0.030, 0.565, -0.203], [0.060, -0.208, 0.043], [-0.260, 0.125, 0.016], [0.052, 0.209, -0.050], [-0.463, -0.027, 0.013], [0.066, 0.232, -0.559], [0.309, -0.100, 0.000], [0.194, 0.224, 0.003], [0.652, 0.095, 0.959], [-0.563, 0.023, 0.152], [-0.089, 0.221, 0.061], [-0.126, 0.002, -0.185], [0.360, -0.048, -0.041], [-0.069, -0.684, -0.165], [-0.013, -0.110, 0.102], [-0.094, -0.137, -0.261], [-0.209, 0.178, 0.336], [-0.302, 0.007, -0.042], [-0.260, -0.097, -0.134], [0.214, -0.138, -0.025], [0.129, -0.024, 0.091], [-0.030, 0.012, 0.024], [-0.115, -0.108, -0.320], [0.275, 0.391, 0.869], [-0.106, -0.053, -0.070], [-0.060, -0.013, 0.058], [0.032, -0.105, -0.002], [0.151, -0.107, -0.122], [0.054, 0.099, 0.089], [-0.057, 0.042, -0.070], [0.032, 0.146, 0.209], [-0.076, 0.064, -0.088], [0.195, 0.042, -0.208], [0.036, -0.006, 0.011], [0.059, 0.059, -0.037], [0.043, 0.167, -0.079], [-0.187, 0.104, -0.146], [0.027, 0.006, 0.098], [0.045, 0.055, 0.079], [-0.102, 0.042, -0.107], [0.067, 0.014, 0.044], [0.005, -0.063, -0.143], [0.007, -0.068, -0.198], [0.047, -0.013, 0.089], [-0.028, -0.193, 0.001], [0.082, 0.036, 0.035], [-0.035, 0.078, 0.091], [-0.059, 0.099, 0.026], [-0.033, 0.004, -0.014], [-0.079, 0.018, 0.062]]
}

---

# 4
{
  "formula": "C24H26N6O2PbSSe",
  "method": "ωB97M-V with the def2-TZVPD basis set",
  "homo_ev": -0.632,
  "charge": -2,
  "energy_ev": -119775.69929,
  "species": ["Pb", "N", "C", "S", "N", "N", "C", "C", "C", "C", "C", "C", "C", "O", "H", "H", "H", "H", "H", "H", "H", "O", "C", "N", "C", "C", "C", "C", "C", "C", "N", "C", "C", "C", "C", "C", "N", "H", "H", "H", "H", "H", "H", "H", "H", "H", "H", "C", "C", "C", "C", "H", "H", "H", "H", "H", "H", "H", "H", "H", "Se"],
  "positions_angstrom": [[0.723, -0.658, 0.449], [2.197, 2.896, -2.365], [1.262, 1.952, -1.759], [2.183, 0.357, -1.556], [0.850, 2.520, -0.447], [0.970, 1.820, 0.680], [0.885, 2.395, 1.835], [1.210, 1.863, 3.156], [1.134, 2.809, 4.190], [1.525, 2.557, 5.494], [2.032, 1.297, 5.802], [2.112, 0.333, 4.820], [1.692, 0.547, 3.477], [1.752, -0.448, 2.655], [2.834, 2.412, -2.980], [1.700, 3.627, -2.858], [0.659, 3.460, 1.825], [0.765, 3.798, 3.939], [1.456, 3.331, 6.250], [2.364, 1.072, 6.811], [2.499, -0.655, 5.048], [-1.683, -4.732, -0.559], [-0.889, -3.852, -0.161], [-0.640, -2.652, -0.649], [-1.468, -2.201, -1.736], [-2.280, -0.981, -1.351], [-3.427, -0.630, -2.061], [-4.100, 0.536, -1.738], [-3.631, 1.322, -0.696], [-2.497, 0.900, -0.025], [-1.843, -0.213, -0.349], [-0.019, -4.127, 1.051], [1.051, -5.015, 0.970], [1.884, -5.160, 2.065], [1.614, -4.431, 3.214], [0.503, -3.604, 3.214], [-0.303, -3.455, 2.168], [-2.148, -2.988, -2.086], [-0.832, -1.904, -2.584], [-3.770, -1.262, -2.871], [-4.977, 0.833, -2.301], [-4.111, 2.252, -0.425], [-2.068, 1.488, 0.780], [1.228, -5.553, 0.047], [2.741, -5.823, 2.022], [2.260, -4.483, 4.081], [0.250, -3.020, 4.093], [1.211, 1.115, -4.854], [-0.072, 1.555, -4.139], [-0.607, 2.834, -4.789], [-0.036, 1.732, -2.590], [0.966, 0.687, -5.832], [1.744, 0.372, -4.265], [1.874, 1.966, -5.024], [-0.816, 0.771, -4.322], [0.055, 3.675, -4.568], [-1.597, 3.077, -4.397], [-0.680, 2.723, -5.876], [-0.675, 2.588, -2.351], [-0.495, 0.861, -2.148], [0.152, 4.303, -0.478]],
  "forces_ev_per_angstrom": [[0.241, -0.252, 0.567], [0.151, 0.006, 0.004], [0.132, -0.364, 0.063], [-0.049, 0.221, -0.404], [-0.613, 0.398, -0.291], [0.429, -0.122, 0.166], [-0.181, 0.247, -0.318], [0.117, -0.225, 0.277], [-0.017, -0.047, -0.081], [-0.001, 0.058, 0.122], [-0.007, -0.007, -0.033], [-0.018, 0.024, 0.053], [-0.031, -0.167, 0.131], [0.024, 0.399, -0.133], [-0.080, -0.066, -0.062], [0.004, 0.075, 0.066], [0.020, -0.014, -0.023], [0.005, -0.005, -0.047], [-0.017, 0.001, -0.025], [-0.005, -0.009, -0.011], [-0.004, -0.009, -0.041], [0.044, -0.090, 0.100], [-0.028, 0.266, -0.239], [-0.137, -0.216, -0.134], [0.014, -0.155, 0.122], [-0.103, 0.116, 0.006], [-0.022, 0.046, -0.044], [0.072, -0.047, 0.021], [-0.067, 0.040, -0.008], [0.046, 0.070, -0.063], [0.101, -0.068, -0.099], [-0.046, -0.145, 0.007], [0.047, -0.011, 0.032], [-0.031, -0.018, -0.037], [-0.008, 0.001, -0.008], [0.015, -0.061, 0.094], [-0.009, 0.111, -0.081], [-0.023, 0.054, -0.050], [-0.055, 0.026, -0.015], [0.021, -0.027, 0.015], [-0.015, 0.000, 0.012], [0.022, -0.002, 0.020], [0.010, 0.039, -0.046], [-0.018, 0.007, -0.005], [0.011, 0.011, -0.009], [-0.019, -0.003, 0.018], [0.046, 0.027, -0.024], [-0.131, -0.015, 0.119], [0.141, 0.181, 0.123], [-0.025, -0.142, -0.027], [0.103, 0.089, 0.044], [-0.003, 0.040, 0.011], [0.096, -0.070, 0.001], [0.054, -0.006, 0.027], [0.025, 0.012, 0.023], [-0.022, 0.030, -0.018], [0.027, 0.066, -0.013], [0.008, 0.036, -0.005], [-0.029, -0.040, 0.021], [-0.213, -0.224, 0.112], [0.001, -0.071, 0.016]]
}